Version i
89
Properties=species:S:1:pos:R:3 method="wB97M-V/def2-TZVPD" multiplicity=2 s_squared=0.76 homo_ha="-0.4884 / -0.4877" total_charge=+2 lumo_energy_ha="-0.2474 / -0.2705"
Re 0.0915 0.0007 -0.0457
O 0.4076 4.2871 -0.5174
C 0.0424 3.0449 -0.3923
O 0.8401 2.1167 -0.2244
C -1.3925 2.7421 -0.4425
C -2.4191 3.6308 -0.6825
C -3.7256 3.1406 -0.6720
C -3.9362 1.8020 -0.4012
C -2.8347 0.9847 -0.1682
N -1.5923 1.4355 -0.2103
C -2.8918 -0.4833 0.1664
O -3.9300 -1.0762 0.2819
O -1.6920 -0.9657 0.3200
H 1.3756 4.3736 -0.4516
H -2.2039 4.6736 -0.8653
H -4.5576 3.8044 -0.8611
H -4.9233 1.3618 -0.3586
N 7.2375 0.6646 -1.2471
C 6.5867 -0.1108 -0.3553
O 7.1285 -0.8856 0.3984
C 5.0754 -0.0002 -0.3361
C 4.4238 -0.3956 0.8249
C 3.0464 -0.3607 0.8779
N 2.2930 0.0395 -0.1616
C 2.9248 0.4260 -1.2763
C 4.2995 0.4207 -1.4075
H 8.2450 0.6313 -1.2414
H 6.7913 1.4164 -1.7395
H 4.9990 -0.7550 1.6660
H 2.5152 -0.7042 1.7527
H 2.3038 0.7203 -2.1039
H 4.7314 0.6970 -2.3596
C -2.2533 -1.1878 5.6863
C -2.6253 0.2778 5.4961
C -3.6397 0.4546 4.3710
C -1.3843 1.1556 5.3130
N -0.6169 0.7938 4.1176
C -0.8533 1.0459 2.8349
N 0.0561 0.4043 2.1204
N 0.8432 -0.2393 3.0096
N 0.4469 -0.0121 4.1896
H -3.1431 -1.7790 5.8946
H -1.5554 -1.3252 6.5110
H -1.7959 -1.6012 4.7847
H -3.0757 0.6483 6.4220
H -3.2883 0.0007 3.4398
H -3.8764 1.5049 4.1911
H -4.5688 -0.0540 4.6215
H -0.6839 1.0342 6.1388
H -1.6340 2.2129 5.2182
H -1.6679 1.6436 2.4703
C -1.7530 -1.5458 -2.5515
P -0.3198 -0.4338 -2.4430
C -0.8179 1.0870 -3.3117
C -2.0810 1.2160 -3.8851
C -2.4502 2.3969 -4.5150
C -1.5593 3.4555 -4.5976
C -0.2871 3.3294 -4.0569
C 0.0750 2.1588 -3.4118
C 0.8764 -1.2418 -3.5574
C 1.7316 -0.5228 -4.3905
C 2.6425 -1.1823 -5.2003
C 2.6975 -2.5690 -5.2020
C 1.8203 -3.2946 -4.4084
C 0.9109 -2.6364 -3.5966
H -1.8781 -1.8880 -3.5788
H -2.6673 -1.0551 -2.2222
H -1.5859 -2.3976 -1.8926
H -2.7885 0.3996 -3.8552
H -3.4342 2.4805 -4.9547
H -1.8485 4.3702 -5.0955
H 0.4225 4.1410 -4.1444
H 1.0778 2.0742 -3.0095
H 1.6770 0.5574 -4.4428
H 3.2942 -0.6126 -5.8489
H 3.4059 -3.0833 -5.8363
H 1.8388 -4.3753 -4.4259
H 0.2330 -3.2227 -2.9922
F 1.7347 -5.9053 1.1137
C 1.3635 -4.6588 0.8280
C 2.0068 -3.9796 -0.1909
C 1.6199 -2.6844 -0.4694
C 0.5817 -2.0176 0.2203
C -0.0327 -2.7811 1.2427
C 0.3498 -4.0696 1.5568
H 2.7994 -4.4672 -0.7412
H 2.1535 -2.1836 -1.2628
H -0.8378 -2.3537 1.8169
H -0.1312 -4.6271 2.3471

Version ii
89
Properties=species:S:1:pos:R:3 method="wB97M-V/def2-TZVPD" multiplicity=2 s_squared=0.76 homo_ha="-0.4960 / -0.4956" total_charge=+2 lumo_energy_ha="-0.2811 / -0.2679"
Re -0.4888 0.2707 -0.0272
O -3.4574 1.9282 -3.6323
C -2.6849 1.7454 -2.5882
O -1.5618 1.2861 -2.6328
C -3.3180 2.1274 -1.2980
C -4.5566 2.7549 -1.2065
C -5.0913 2.9973 0.0539
C -4.3891 2.5757 1.1716
C -3.1648 1.9457 0.9772
N -2.6335 1.7523 -0.2176
C -2.4018 1.3280 2.1391
O -2.6628 1.5883 3.2863
O -1.4960 0.4974 1.7416
H -3.0529 1.6423 -4.4680
H -5.0814 3.0359 -2.1060
H -6.0501 3.4836 0.1622
H -4.7584 2.6962 2.1777
N 5.1719 3.1395 4.0686
C 4.2699 2.1529 4.1013
O 4.1704 1.3116 4.9617
C 3.2998 2.0688 2.9407
C 3.5585 1.1683 1.9108
C 2.5436 0.8718 1.0222
N 1.3364 1.4397 1.0737
C 1.1041 2.3413 2.0261
C 2.0460 2.6708 2.9889
H 5.8269 3.2164 4.8330
H 5.1902 3.8459 3.3540
H 4.5096 0.6632 1.8400
H 2.7060 0.1217 0.2581
H 0.1203 2.7919 2.0417
H 1.7893 3.3542 3.7841
C 4.0224 3.2206 -2.7952
C 3.2373 3.1133 -4.0975
C 2.0710 4.0993 -4.1209
C 2.8147 1.6548 -4.3534
N 2.1661 1.0250 -3.2325
C 1.0671 1.3642 -2.5519
N 0.8701 0.4386 -1.6148
N 1.8813 -0.4326 -1.7507
N 2.6379 -0.0895 -2.6945
H 4.4638 4.2076 -2.7067
H 4.8259 2.4900 -2.7710
H 3.3741 3.0649 -1.9326
H 3.9021 3.3668 -4.9273
H 1.4778 4.0511 -3.2105
H 1.4277 3.9349 -4.9819
H 2.4577 5.1118 -4.1900
H 3.6926 1.0407 -4.5678
H 2.1432 1.6102 -5.2130
H 0.4508 2.2163 -2.7420
C 0.6107 -0.9779 3.1995
P -0.1503 -1.5909 1.6565
C 0.8529 -3.0500 1.2599
C 0.8232 -4.0607 2.2213
C 1.6030 -5.1886 2.0570
C 2.3875 -5.3317 0.9220
C 2.4042 -4.3343 -0.0390
C 1.6469 -3.1850 0.1306
C -1.7574 -2.3131 2.0746
C -2.2704 -3.2757 1.2053
C -3.4789 -3.8854 1.4803
C -4.1701 -3.5625 2.6394
C -3.6671 -2.6004 3.5017
C -2.4728 -1.9588 3.2164
H 0.2617 -1.5963 4.0258
H 0.3411 0.0540 3.4078
H 1.6911 -1.0800 3.1170
H 0.2000 -3.9622 3.0976
H 1.5882 -5.9602 2.8093
H 2.9775 -6.2245 0.7844
H 3.0144 -4.4450 -0.9228
H 1.6774 -2.3941 -0.6034
H -1.7033 -3.5450 0.3275
H -3.8747 -4.6215 0.7996
H -5.0944 -4.0640 2.8823
H -4.2065 -2.3432 4.4017
H -2.1034 -1.1977 3.8878
F -3.8194 -3.4390 -3.7331
C -3.0766 -2.7384 -2.8797
C -3.6907 -2.0393 -1.8499
C -2.9086 -1.3005 -0.9837
C -1.5235 -1.1958 -1.1641
C -0.9374 -1.9704 -2.1703
C -1.6978 -2.7362 -3.0309
H -4.7621 -2.0856 -1.7344
H -3.3899 -0.7963 -0.1557
H 0.1335 -1.9744 -2.3168
H -1.2392 -3.3344 -3.8013

Which structure loses on stability? version ii does.

Version i
46
Properties=species:S:1:pos:R:3 method="wB97M-V/def2-TZVPD" smiles="COc1cc(/C=C/C(=O)OCC(=O)N2CCOCC2)ccc1OCC#N" homo_ha=-0.3252 lumo_energy_ha=-0.0157
C 3.8619 1.5090 2.7959
H 3.9845 0.4253 2.8862
O 2.7883 1.9737 3.5798
C 1.5364 1.5596 3.2832
C 1.2068 0.6234 2.3159
C -0.1226 0.2498 2.0954
C -1.1268 0.8367 2.8660
C -0.8127 1.7789 3.8267
C 0.5036 2.1448 4.0434
O 0.8264 3.0656 5.0241
C 0.8310 4.4133 4.5947
C 1.6982 4.6722 3.4591
N 2.3467 4.8752 2.5406
H -0.1859 4.7426 4.3178
H 1.1788 4.9978 5.4530
H -1.5867 2.2352 4.4255
H -2.1567 0.5546 2.7091
C -0.4994 -0.7318 1.0977
C 0.3178 -1.4045 0.2766
C -0.1456 -2.3870 -0.7107
O 0.5840 -2.9709 -1.4741
O -1.4846 -2.5581 -0.6953
C -2.0059 -3.5301 -1.5934
H -1.6894 -4.5303 -1.2792
H -3.0931 -3.4497 -1.5138
C -1.5715 -3.3936 -3.0584
O -1.2527 -4.3822 -3.6850
N -1.6354 -2.1690 -3.6225
C -2.0938 -0.9293 -3.0375
H -2.4778 -1.0776 -2.0313
H -2.8969 -0.5328 -3.6727
C -0.9375 0.0814 -3.0217
H -1.2859 1.0581 -2.6811
O -0.4145 0.2732 -4.3127
C 0.0485 -0.9451 -4.8593
H 0.4372 -0.7056 -5.8496
C -1.0841 -1.9702 -4.9505
H -0.7156 -2.9298 -5.3127
H -1.8719 -1.5978 -5.6145
H 0.8554 -1.3548 -4.2344
H -0.1478 -0.2778 -2.3438
H 1.3892 -1.2738 0.2770
H -1.5610 -0.9312 1.0291
H 1.9837 0.1727 1.7223
H 4.7455 2.0071 3.1901
H 3.7321 1.7828 1.7449

Version ii
46
Properties=species:S:1:pos:R:3 method="wB97M-V/def2-TZVPD" homo_ha=-0.2896 lumo_energy_ha=0.0205
C -2.6262 -2.7264 -0.5494
H -3.6785 -2.8114 -0.2816
O -2.0121 -2.0478 0.5206
C -0.6547 -1.8881 0.4856
C -0.0753 -1.2983 1.6092
C 1.2812 -1.0799 1.6650
C 2.1083 -1.4534 0.6038
C 1.5354 -2.0613 -0.5017
C 0.1662 -2.2689 -0.5644
H -0.2404 -2.7348 -1.4474
H 2.1357 -2.3919 -1.3347
O 3.4407 -1.2108 0.7879
C 4.3337 -1.1799 -0.3065
C 5.0271 0.1850 -0.3489
O 6.2090 0.3474 -0.2202
O 4.2285 1.2393 -0.5247
N 2.8731 0.9278 -0.8331
C 2.0127 1.7340 -0.3305
N 2.3083 2.7651 0.4975
H 1.6321 3.4906 0.6528
H 3.2817 2.9976 0.6123
C 0.6049 1.4412 -0.6267
C 0.2375 0.8583 -1.8314
C -1.0872 0.5620 -2.0652
C -2.0812 0.8157 -1.1212
C -1.7121 1.4115 0.1018
C -0.3769 1.7136 0.3220
H -0.0792 2.1380 1.2668
O -2.6931 1.6785 1.0198
C -2.3223 2.1320 2.2976
H -3.2489 2.1759 2.8684
H -1.6284 1.4409 2.7853
H -1.8781 3.1325 2.2598
O -3.3284 0.4523 -1.5150
C -4.4040 0.4079 -0.6004
H -5.2245 -0.0510 -1.1525
H -4.6982 1.4072 -0.2746
H -4.1595 -0.2020 0.2707
H -1.3969 0.1137 -2.9963
H 0.9922 0.6438 -2.5688
H 5.0995 -1.9501 -0.1676
H 3.8227 -1.3161 -1.2626
H 1.7334 -0.6229 2.5311
H -0.7157 -1.0217 2.4323
H -2.5354 -2.1661 -1.4849
H -2.2070 -3.7291 -0.6799

Which structure loses on stability? version ii does.